Record 1
Molecular formula: C38H50InNO19P
Method: DFT, ωB97M-V with the def2-TZVPD basis set

Geometry as XYZ:
```
110
Properties=species:S:1:pos:R:3:mulliken_charge:R:1
C 4.0840 3.3397 -0.2430 0.02
O 4.4269 2.2414 -1.2069 -0.41
C 5.3106 1.3650 -0.4225 -0.17
C 5.5455 -0.1310 -1.0495 -0.57
C 4.8351 -0.3984 -2.5024 -0.82
C 3.1830 -0.5165 -2.4388 0.35
C 2.6592 -1.9210 -1.7381 -0.39
C 0.9967 -2.0420 -1.8159 -0.45
In -0.0152 -1.0774 0.0151 0.83
C -1.9434 -0.1079 -0.7169 -1.12
C -1.9092 1.5345 -0.7388 0.20
C -1.1223 2.0739 -2.0960 -0.06
C -0.1806 3.3862 -1.8134 -0.20
N -0.7106 4.3294 -0.7516 -0.62
C -0.5688 -2.7601 1.4456 -0.94
C -0.2414 -2.4397 3.0237 0.74
C 0.5540 -3.7182 3.7221 -1.07
O -1.4696 -2.1289 3.8284 -0.58
P 1.5851 0.5891 1.1050 0.49
O 2.4623 -0.0447 2.2703 -0.76
H 4.1328 4.4061 -0.7434 0.27
H 4.8628 3.3814 0.6599 -0.09
H 3.0104 3.1930 0.2380 -0.05
H 4.8687 1.2004 0.6734 0.19
H 6.3647 1.9211 -0.3640 0.31
H 5.1736 -0.9318 -0.2771 0.20
H 6.7143 -0.2757 -1.1838 0.31
H 5.1435 0.3460 -3.3532 0.33
H 5.2081 -1.4747 -2.8598 0.29
H 2.8305 -0.5835 -3.5769 0.23
H 2.6844 0.4503 -2.0074 -0.31
H 3.0536 -2.8285 -2.4050 0.23
H 3.0395 -2.0557 -0.6293 0.10
H 0.5662 -1.5970 -2.8283 -0.14
H 0.7209 -3.1985 -1.7963 0.23
H -2.1082 -0.4539 -1.8353 0.09
H -2.8295 -0.5392 -0.0721 0.27
H -1.4519 1.9947 0.2536 0.11
H -3.0476 1.8883 -0.7549 0.05
H -0.5105 1.1710 -2.5531 0.08
H -1.9416 2.3862 -2.8723 0.08
H 0.9086 3.0474 -1.4972 -0.17
H -0.0689 3.9635 -2.8252 0.28
H -0.3945 4.0235 0.1988 0.27
H -1.7555 4.4175 -0.8048 0.42
H -1.7230 -3.0040 1.3698 0.17
H 0.0721 -3.7004 1.1280 0.24
H 0.4052 -1.4532 3.0474 0.06
H 0.5964 -4.6669 3.0226 0.23
H 1.6586 -3.4278 4.0488 0.25
H -0.0505 -4.0531 4.6912 0.23
H -1.0768 -1.8378 4.7159 0.32
H 2.5116 1.0297 0.0867 -0.18
H 0.9305 1.7749 1.6115 -0.12
C -4.5600 -6.0767 2.5535 -0.79
C -3.9197 -5.1351 3.2493 0.39
C -3.3330 -5.4261 4.5867 0.94
O -2.7339 -4.5456 5.1941 -0.55
C -3.5041 -6.7808 5.1345 -0.98
C -4.1474 -7.7213 4.4400 0.37
C -4.7098 -7.4377 3.0911 0.93
O -5.2799 -8.3278 2.4691 -0.63
O -4.3143 -8.9957 4.9500 -0.58
O -3.7772 -3.8529 2.7516 -0.55
H -4.9893 -5.8796 1.5793 0.44
H -3.0884 -6.9738 6.1151 0.41
H -4.8087 -9.4900 4.2602 0.34
H -3.2776 -3.3604 3.4387 0.20
C -5.7425 5.5991 0.0396 -1.03
C -7.0703 5.6101 -0.0921 0.37
C -7.7436 4.8825 -1.2035 0.93
O -8.9666 4.8952 -1.2876 -0.62
C -6.8971 4.1704 -2.1735 -0.73
C -5.5691 4.1625 -2.0436 0.35
C -4.8980 4.8669 -0.9168 0.78
O -3.6766 4.8262 -0.8136 -0.57
O -4.7674 3.4976 -2.9532 -0.58
O -7.8704 6.2982 0.8014 -0.58
H -5.2402 6.1217 0.8439 0.44
H -7.3982 3.6607 -2.9865 0.43
H -3.8468 3.6386 -2.6416 0.27
H -8.7912 6.1521 0.4932 0.34
C 5.8483 4.8667 3.1589 -0.92
C 6.5992 5.3877 4.1312 0.44
C 6.1841 5.3030 5.5588 0.84
O 6.9042 5.7744 6.4319 -0.63
C 4.9021 4.6499 5.8663 -0.84
C 4.1497 4.1320 4.8935 0.21
C 4.5782 4.1924 3.4691 0.94
O 3.8740 3.6912 2.5990 -0.45
O 2.9425 3.5192 5.1751 -0.58
O 7.7929 6.0253 3.8471 -0.58
H 6.1390 4.9191 2.1172 0.49
H 4.6039 4.6110 6.9061 0.41
H 2.5898 3.2263 4.3065 0.33
H 8.1484 6.3128 4.7161 0.34
C -1.3585 -3.5162 -7.5677 -0.86
C -1.5899 -2.7866 -6.4746 0.19
C -0.6880 -2.8578 -5.2917 0.85
O -0.9156 -2.1612 -4.3089 -0.45
C 0.4559 -3.7811 -5.3518 -0.73
C 0.6851 -4.5132 -6.4437 0.40
C -0.2009 -4.4213 -7.6364 0.79
O 0.0460 -5.0932 -8.6323 -0.64
O 1.7568 -5.3849 -6.5059 -0.58
O -2.6774 -1.9357 -6.4016 -0.61
H -2.0046 -3.4726 -8.4354 0.41
H 1.0932 -3.8363 -4.4786 0.49
H 1.7077 -5.7954 -7.3967 0.34
H -2.6248 -1.5207 -5.5132 0.34
```

Highest occupied orbital energy   -0.1814 hartree
Total charge   -1
Orbital gap   4.61 eV



Record 2
Molecular formula: C17H18ClMoNO4S
Method: DFT, ωB97M-V with the def2-TZVPD basis set

Geometry as XYZ:
```
43
Properties=species:S:1:pos:R:3:mulliken_charge:R:1
Mo -0.2285 -0.6495 -1.7714 0.42
C 3.2903 -0.7999 5.0134 -1.48
C 2.4010 -0.3676 3.8887 0.82
C 1.9517 -1.2973 2.9395 -1.05
C 1.1487 -0.9087 1.8918 -0.12
C 0.7881 0.4408 1.7911 0.00
C 1.2143 1.3922 2.7236 -0.33
C 2.0174 0.9693 3.7645 -0.81
S -0.1516 0.9952 0.4844 2.08
O -0.6318 2.3112 0.6774 -0.65
O -1.1434 -0.0638 0.0543 -0.65
N 0.7167 0.8391 -0.9345 -0.36
C 2.1615 0.8982 -0.9945 -0.52
C 2.6236 -0.5526 -1.2261 0.61
O 3.6533 -1.0450 -0.9944 -0.38
O 1.5146 -1.2563 -1.8002 -0.62
H 3.2035 -1.8670 5.2059 0.39
H 3.0596 -0.2541 5.9269 0.41
H 4.3323 -0.5895 4.7606 0.33
H 2.2313 -2.3377 3.0420 0.41
H 0.7874 -1.6457 1.1851 0.32
H 0.9105 2.4264 2.6355 0.53
H 2.3483 1.6887 4.5024 0.45
H 2.6172 1.2835 -0.0834 0.31
H 2.4885 1.4946 -1.8479 0.45
C -0.7041 0.2159 -3.6066 -0.79
C -1.9693 0.4867 -2.8878 0.97
C -3.0350 -0.4452 -2.9043 -0.35
C -4.1994 -0.1757 -2.2156 -0.74
C -4.3281 1.0221 -1.5116 -0.35
C -3.3051 1.9649 -1.5060 -0.65
C -2.1362 1.7014 -2.1870 -0.57
H -0.0849 1.0864 -3.8095 0.38
H -0.7591 -0.4592 -4.4530 0.45
H -2.9503 -1.3456 -3.5002 0.72
H -5.0237 -0.8754 -2.2498 0.49
H -5.2485 1.2291 -0.9807 0.46
H -3.4274 2.9017 -0.9801 0.49
H -1.3339 2.4298 -2.1939 0.37
Cl -0.6411 -2.8420 -2.8983 0.07
C -1.1996 -2.4759 -1.2645 -0.36
H -0.6799 -3.0562 -0.5084 0.47
H -2.2788 -2.4674 -1.1775 0.39
```

Highest occupied orbital energy   -0.5809 hartree
ΔE to the lowest compared entry with this formula, charge and spin   0.0 kJ/mol
Total charge   +2
Orbital gap   6.35 eV



Record 3
Molecular formula: C6H16N6O3
Method: DFT, ωB97M-V with the def2-TZVPD basis set

Geometry as XYZ:
```
31
Properties=species:S:1:pos:R:3:mulliken_charge:R:1
H -2.0282 -2.0676 -1.2285 0.24
N -1.1979 -2.4141 -0.7735 -0.73
C -0.8400 -1.4948 0.0048 0.21
C 0.3976 -1.8002 0.8256 -1.00
N 1.5408 -0.9757 0.2941 0.03
N 2.1858 -1.4293 -0.8922 -0.70
N 1.1561 0.3533 0.6094 0.00
C 2.3239 1.2594 0.8104 -0.64
O 3.1541 1.2344 -0.2873 -0.60
N 0.1375 1.0188 -0.0887 0.07
N 0.4516 1.2356 -1.4420 -0.53
C -1.3013 -0.0878 0.1173 1.32
C -1.9063 0.3760 1.4786 -0.60
O -0.9977 0.3711 2.5066 -0.62
C -2.1690 0.2929 -1.1277 -1.18
O -2.9169 1.4496 -1.1292 -0.57
H 0.3211 -1.2177 1.7904 0.51
H 0.5865 -2.8594 0.8097 0.41
H 1.5330 -1.2986 -1.5804 0.24
H 2.3007 -2.4287 -0.7935 0.28
H 2.7392 0.8678 1.7429 0.36
H 1.8867 2.2332 0.9678 0.40
H 3.1844 0.3242 -0.5427 0.45
H 0.0582 1.9714 -1.8870 0.20
H 1.4569 1.3685 -1.5010 0.21
H -2.7624 -0.3824 1.7102 0.32
H -2.2837 1.4410 1.4966 0.26
H -0.1152 0.7103 2.1777 0.46
H -2.9113 -0.5916 -1.2768 0.38
H -1.4771 0.2930 -2.0163 0.46
H -2.5071 2.2477 -0.7751 0.36
```

Highest occupied orbital energy   -0.3124 hartree
ΔE to the lowest compared entry with this formula, charge and spin   0.0 kJ/mol
Orbital gap   9.17 eV



Record 4
Molecular formula: C6H7O2P
Method: DFT, ωB97M-V with the def2-TZVPD basis set

Geometry as XYZ:
```
16
Properties=species:S:1:pos:R:3:mulliken_charge:R:1
C 0.7091 0.4739 -0.3506 0.83
C 0.7100 -0.7511 -0.3575 0.45
C 0.5341 1.7331 -0.3120 -0.65
C -0.6431 -2.3717 0.9720 -1.04
C 0.4983 -2.1283 -0.0878 -0.65
C -1.9140 2.1354 0.2818 -0.55
O 0.9271 2.9059 -0.6091 -0.39
O 2.3349 2.3445 -2.6969 -0.36
P 2.0866 3.4695 -1.8273 0.51
H -0.1390 -1.9924 1.9071 0.28
H -0.8810 -3.5130 1.1049 0.28
H -1.5331 -1.7883 0.8102 0.37
H 1.2783 -2.8172 0.3921 0.28
H 0.1680 -2.5712 -1.0782 0.24
H -2.0313 3.2632 0.4824 0.21
H -2.1048 1.6077 1.3689 0.16
```

Highest occupied orbital energy (alpha / beta)   -0.2610 / -0.2724 hartree
ΔE to the lowest compared entry with this formula, charge and spin   745.8 kJ/mol
Orbital gap (alpha / beta)   5.60 / 6.07 eV



Record 5
Molecular formula: C6H13N4O
Method: DFT, ωB97M-V with the def2-TZVPD basis set

Geometry as XYZ:
```
24
Properties=species:S:1:pos:R:3:mulliken_charge:R:1
C -2.6697 1.6727 -0.2198 -0.27
N -2.0363 0.5672 0.0898 0.10
C -2.8693 -0.4574 0.8723 -1.00
C -0.8145 0.2261 -0.2645 -0.28
C -0.2502 -1.0705 -0.3678 0.53
O -0.8370 -2.1429 0.0470 -0.74
N 1.1266 -1.1490 -0.9619 -0.41
C 1.9420 -0.1182 -1.4578 -0.68
N 2.3643 0.7882 -0.3872 -0.08
C 2.3745 0.4797 0.8595 -0.01
N 2.1995 -0.7184 1.3325 -0.26
H -2.3296 2.5469 -0.7846 0.27
H -3.6929 1.7921 0.2620 0.23
H -2.3845 -1.4823 0.8302 0.31
H -2.7252 -0.0635 1.9120 0.39
H -3.8848 -0.5122 0.7369 0.44
H -0.3618 0.9742 -0.9761 0.14
H 1.4072 -2.0505 -1.1785 0.34
H 2.8755 -0.5238 -1.8892 0.37
H 1.5088 0.5523 -2.1721 0.41
H 2.6113 1.7724 -0.6856 0.28
H 2.3819 1.3460 1.5365 0.37
H 2.0605 -1.0174 2.2908 0.24
H 2.0035 -1.4117 0.5756 0.32
```

Highest occupied orbital energy (alpha / beta)   -0.4101 / -0.4101 hartree
ΔE to the lowest compared entry with this formula, charge and spin   270.7 kJ/mol
Total charge   +1
Orbital gap (alpha / beta)   8.06 / 8.06 eV



Record 6
Molecular formula: C27H26BClN10O4Pd
Method: DFT, ωB97M-V with the def2-TZVPD basis set

Geometry as XYZ:
```
70
Properties=species:S:1:pos:R:3:mulliken_charge:R:1
Pd 0.0467 0.1225 0.0484 -0.15
C 1.8942 0.6991 -2.9162 -1.33
C 1.9728 1.7131 -1.8280 0.70
C 2.5786 2.9699 -1.8275 -1.64
C 2.3524 3.4970 -0.5709 0.11
N 1.6731 2.5955 0.1513 0.77
N 1.4455 1.5102 -0.6154 -0.32
B 1.1493 2.6056 1.6211 1.22
N 1.5235 1.2035 2.2264 0.36
C 2.1857 0.9516 3.3587 -0.02
C 2.2703 -0.4082 3.5403 -1.64
C 1.6100 -0.9905 2.4619 0.73
C 1.4389 -2.4483 2.2284 -1.35
N 1.1605 0.0158 1.6741 0.14
N -0.4018 2.6556 1.6192 0.66
C -1.3451 3.5246 2.0163 0.14
C -2.5850 2.9591 1.7874 -1.55
C -2.3408 1.7145 1.2113 0.54
C -3.3076 0.6746 0.7603 -1.31
N -1.0169 1.5499 1.1284 -0.29
N 1.8249 3.6927 2.3909 0.44
C 3.1693 3.8561 2.5327 -0.39
C 3.3738 4.9642 3.3070 -1.36
C 2.0754 5.4458 3.5954 0.74
C 1.6968 6.6456 4.4009 -1.28
N 1.1532 4.6790 3.0434 -1.23
H 2.7187 0.8355 -3.6122 0.50
H 1.9469 -0.3142 -2.5170 0.22
H 0.9652 0.8010 -3.4809 0.13
H 3.1266 3.4232 -2.6354 0.53
H 2.6671 4.4287 -0.1291 0.59
H 2.5544 1.7662 3.9596 0.52
H 2.7482 -0.9289 4.3512 0.47
H 1.9514 -2.9851 3.0234 0.43
H 0.3908 -2.7351 2.2333 0.25
H 1.8560 -2.7545 1.2734 0.27
H -1.0497 4.4451 2.4882 0.64
H -3.5449 3.3798 2.0320 0.52
H -4.2430 0.7784 1.3054 0.47
H -3.5320 0.7801 -0.3034 0.12
H -2.9212 -0.3303 0.9347 0.21
H 3.8705 3.1712 2.0806 0.63
H 4.3152 5.3787 3.6244 0.42
H 2.5816 7.1199 4.8199 0.37
H 1.1766 7.3795 3.7855 0.29
H 1.0359 6.3679 5.2214 0.32
O -2.3984 -3.8822 -3.4604 -0.52
C -2.6901 -2.6755 -3.8916 0.58
O -3.3641 -2.4987 -4.8679 -0.55
C -2.1535 -1.4769 -3.1270 -0.04
C -2.3970 -0.1670 -3.5127 -0.05
Cl -3.3341 0.2619 -4.8485 -0.16
N -1.8006 0.7041 -2.6487 -0.01
N -1.1557 -0.0376 -1.6842 1.20
C -1.3692 -1.3275 -1.9797 -0.56
C -0.7478 -2.3601 -1.0705 1.08
O -0.8689 -3.5538 -1.2458 -0.79
O -0.0657 -1.8733 -0.0849 -0.27
C -1.8041 2.1670 -2.7022 0.48
C -1.2808 2.8948 -1.6474 1.43
C -1.2803 4.2805 -1.6581 -0.61
C -1.7986 4.9745 -2.7346 -1.02
C -2.3183 4.2527 -3.7949 -0.83
C -2.3292 2.8669 -3.7897 -1.48
H -1.8299 -3.8840 -2.6482 0.45
H -0.8833 2.3994 -0.7965 0.16
H -0.8713 4.8100 -0.8073 0.52
H -1.8010 6.0557 -2.7484 0.46
H -2.7303 4.7647 -4.6539 0.42
H -2.7420 2.3788 -4.6463 0.48
```

Highest occupied orbital energy (alpha / beta)   -0.4414 / -0.4414 hartree
Spin multiplicity   2
ΔE to the lowest compared entry with this formula, charge and spin   109.6 kJ/mol
Total charge   +1
Orbital gap (alpha / beta)   7.12 / 6.35 eV



Record 7
Molecular formula: C3H3ClO
Method: DFT, ωB97M-V with the def2-TZVPD basis set

Geometry as XYZ:
```
8
Properties=species:S:1:pos:R:3:mulliken_charge:R:1
C -2.7163 -1.2499 0.1852 0.11
C 1.7382 0.4681 -0.2315 -0.71
C 0.6333 0.0768 0.4164 -0.04
O -3.6242 -0.7665 -0.2272 -0.13
Cl -0.8206 0.8876 -0.1219 -0.20
H 2.6599 0.0674 -0.1174 0.34
H 1.5536 0.9170 -1.2033 0.21
H 0.5760 -0.4004 1.2997 0.42
```

Highest occupied orbital energy   -0.3609 hartree
ΔE to the lowest compared entry with this formula, charge and spin   59.5 kJ/mol
Orbital gap   10.88 eV



Record 8
Molecular formula: C3H11NS2
Method: DFT, ωB97M-V with the def2-TZVPD basis set

Geometry as XYZ:
```
17
Properties=species:S:1:pos:R:3:mulliken_charge:R:1
C -0.9310 -0.6175 0.3846 -0.73
N -1.3829 -1.3803 -0.7699 -0.37
C -2.3941 -0.6599 -1.5233 -0.87
H -0.6228 0.4046 0.1468 0.26
H -1.6995 -0.4421 1.1582 0.32
H -0.0427 -1.0787 0.7853 0.25
H -1.8253 -2.2288 -0.4381 0.23
H -3.3608 -0.5050 -1.0278 0.31
H -2.6629 -1.1995 -2.4436 0.31
H -1.9866 0.2600 -1.9477 0.32
C 2.0668 1.7759 1.4453 -0.87
S 2.5121 0.0145 1.3229 -0.08
S 3.4686 0.1526 -0.5194 -0.20
H 1.8535 2.2337 0.4843 0.32
H 2.9120 2.2799 1.8912 0.36
H 1.2152 1.9077 2.1200 0.30
H 2.8803 -0.9169 -1.0689 0.16
```

Highest occupied orbital energy   -0.3114 hartree
ΔE to the lowest compared entry with this formula, charge and spin   77.5 kJ/mol
Orbital gap   9.02 eV



Record 9
Molecular formula: C43H38BaN7
Method: DFT, ωB97M-V with the def2-TZVPD basis set

Geometry as XYZ:
```
89
Properties=species:S:1:pos:R:3:mulliken_charge:R:1
Ba -0.0977 -0.1067 -0.2772 1.04
C 3.1552 -0.7360 1.6575 -1.22
C 3.6365 -0.7053 0.1949 1.01
C 3.5826 -2.0778 -0.4165 -0.42
C 4.7315 -2.8131 -0.6667 -0.79
C 4.6130 -4.1059 -1.1519 -0.41
C 3.3449 -4.6195 -1.3586 -1.10
C 2.2565 -3.8050 -1.0888 -0.13
N 2.3520 -2.5556 -0.6416 0.44
N 1.9902 0.1243 1.8875 1.02
C 1.3209 -0.2038 3.1473 -0.72
C 0.8091 -1.6195 3.2166 -0.01
C 0.9510 -2.3425 4.3923 -0.97
C 0.3919 -3.6067 4.4782 -0.72
C -0.2885 -4.0990 3.3804 -1.14
C -0.3643 -3.3081 2.2455 -0.33
N 0.1745 -2.0955 2.1412 1.36
C 2.4306 1.5170 1.9341 -1.28
C 1.3235 2.5404 1.8878 0.43
C 1.4922 3.7856 2.4790 -1.21
C 0.5104 4.7473 2.3115 -0.63
C -0.6192 4.4350 1.5722 -1.06
C -0.7170 3.1617 1.0372 -0.55
N 0.2318 2.2383 1.1856 1.31
H 3.9733 -0.4585 2.3389 0.29
H 2.8627 -1.7539 1.9111 0.75
H 4.6416 -0.2900 0.1136 0.60
H 2.9723 -0.0680 -0.3914 -0.81
H 5.7022 -2.3769 -0.4739 0.42
H 5.4924 -4.7018 -1.3557 0.43
H 3.1898 -5.6250 -1.7221 0.42
H 1.2570 -4.1995 -1.2340 0.44
H 0.4674 0.4720 3.2543 0.34
H 1.9878 -0.0173 4.0030 0.36
H 1.4853 -1.9106 5.2276 0.50
H 0.4809 -4.1899 5.3849 0.44
H -0.7626 -5.0697 3.3914 0.50
H -0.9252 -3.6766 1.3953 0.35
H 3.0778 1.6927 1.0710 0.49
H 3.0533 1.7032 2.8236 0.45
H 2.3812 3.9931 3.0600 0.51
H 0.6210 5.7261 2.7590 0.44
H -1.4150 5.1502 1.4208 0.51
H -1.5948 2.8673 0.4726 0.41
N -0.9600 -2.6085 -1.2627 0.19
C -2.3034 -2.6058 -1.7452 1.00
C -2.5090 -2.9269 -3.0833 -1.00
C -3.7835 -2.9154 -3.6261 -0.64
C -4.8639 -2.5890 -2.8221 -0.93
C -4.6494 -2.2720 -1.4903 -0.53
C -3.3779 -2.2598 -0.9145 0.24
C -3.2470 -1.8645 0.5249 -0.07
C -4.0769 -2.5064 1.4489 -0.39
C -4.1171 -2.0755 2.7645 -0.84
C -3.3416 -0.9893 3.1473 -0.85
C -2.4929 -0.3918 2.2237 -0.57
C -2.3939 -0.8066 0.8834 0.49
H -0.3606 -3.1726 -1.8497 0.08
H -0.9078 -2.9441 -0.3077 -0.38
H -1.6602 -3.1987 -3.7013 0.42
H -3.9253 -3.1699 -4.6680 0.41
H -5.8665 -2.5796 -3.2274 0.44
H -5.4885 -2.0021 -0.8607 0.50
H -4.6989 -3.3396 1.1390 0.49
H -4.7642 -2.5684 3.4790 0.42
H -3.4000 -0.6198 4.1653 0.44
H -1.8952 0.4543 2.5717 0.26
C -3.3327 2.3806 -2.9153 -1.04
C -2.4412 1.5357 -2.2397 0.05
N -1.1673 1.8234 -2.0529 0.17
C -0.6871 2.9863 -2.5389 -0.56
C -1.5021 3.9007 -3.2202 1.34
C -2.8571 3.5688 -3.4015 -0.77
C -0.9496 5.1320 -3.7120 -0.84
C 0.3536 5.4192 -3.5355 -0.87
C 1.2229 4.5003 -2.8543 1.31
C 2.5905 4.7682 -2.6797 -0.72
C 3.3755 3.8457 -2.0423 -1.24
C 2.7737 2.6697 -1.5760 -0.01
N 1.4931 2.3904 -1.7020 0.35
C 0.7207 3.2905 -2.3491 -0.48
H -4.3654 2.0864 -3.0350 0.49
H -2.7979 0.5939 -1.8264 0.33
H -3.5074 4.2580 -3.9256 0.44
H -1.6056 5.8200 -4.2295 0.42
H 0.7753 6.3438 -3.9077 0.41
H 3.0070 5.6926 -3.0598 0.43
H 4.4349 4.0033 -1.8996 0.45
H 3.3895 1.9261 -1.0833 0.44
```

Highest occupied orbital energy   -0.3360 hartree
ΔE to the lowest compared entry with this formula, charge and spin   33.7 kJ/mol
Total charge   +1
Orbital gap   6.65 eV